Formula: C5H6
Source: the Open Molecules 2025 dataset
Level of theory: ωB97M-V/def2-TZVPD

Each line ends with the natural charge from an NBO analysis.
CARTESIAN COORDINATES (ANGSTROEM)
H1 -0.982 1.146 -1.149  0.22
C1 -0.942 0.095 -0.863  -0.61
C2 0.119 -0.349 0.211  -0.34
C3 0.138 0.489 1.379  -0.22
H2 -0.788 -0.598 -1.725  0.23
C4 2.566 -0.594 -1.072  0.12
H3 0.381 -0.012 2.310  0.19
H4 -0.075 -1.447 0.504  0.24
H5 -0.073 1.565 1.336  0.19
C5 1.599 -0.430 -0.399  -0.23
H6 -1.943 0.135 -0.531  0.22

Atoms 1-6, force components in eV/Å:
H 1.5 0.2 -0.4
C 1.6 -0.6 -0.7
C 0.4 -1.5 -1.9
C 0.2 0.4 1.0
H -0.5 0.9 0.4
C 3.0 -0.5 -2.0

Summary:
HOMO-LUMO gap (spin up / spin down) (eV): 10.237 / 6.193
F_max (Eh/bohr): 0.117
Spin multiplicity: 1

=====

Formula: C5H66B3NO29
Source: the Open Molecules 2025 dataset
Level of theory: ωB97M-V/def2-TZVPD

Each line ends with the Mulliken charge.
CARTESIAN COORDINATES (ANGSTROEM)
C1 -1.330 -3.406 -1.366  0.97
O1 2.567 -2.927 -2.559  -0.65
H1 -2.794 -5.020 -1.336  0.12
O2 4.884 0.158 8.783  -0.63
H2 4.747 -0.333 7.958  0.38
H3 3.041 4.220 -2.912  0.36
H4 3.294 1.234 -0.056  0.07
C2 -2.396 -2.344 -1.643  -1.62
H5 -4.493 -6.324 1.244  0.31
H6 -1.008 4.718 -4.409  0.26
H7 4.789 -1.373 5.614  0.37
O3 5.299 -2.269 2.054  -0.67
O4 -1.899 4.593 -4.768  -0.61
O5 -0.390 1.056 -0.256  -0.59
H8 0.642 3.403 2.858  0.31
H9 -1.100 -5.559 -1.170  0.45
H10 -5.502 -0.732 0.675  0.27
O6 -2.681 0.950 1.489  -0.53
O7 -4.782 -0.631 0.043  -0.50
H11 -7.583 0.021 -1.283  0.29
O8 -2.855 3.135 -4.832  -0.61
O9 0.099 2.803 2.334  -0.74
O10 -4.904 -4.099 -2.139  -0.60
O11 0.801 4.208 -0.362  -0.66
H12 -0.565 -1.077 -0.056  -0.02
H13 4.478 -2.183 1.557  0.36
O12 -2.611 -0.589 5.827  -0.61
O13 -5.019 0.724 3.740  -0.60
H14 5.033 -2.406 6.712  0.30
H15 -0.521 -3.181 -2.065  0.16
H16 -0.291 2.117 4.466  0.38
O14 2.606 -0.049 2.830  -0.34
H17 1.002 -0.377 4.305  -0.28
H18 6.421 1.791 0.378  0.32
H19 -1.878 -1.395 -1.762  0.52
O15 -4.216 1.069 -3.259  -0.61
H20 -4.881 -5.481 0.033  0.32
O16 -5.305 -1.596 -3.560  -0.62
B1 1.112 -1.651 1.149  0.08
H21 2.843 5.723 -6.378  0.30
O17 2.189 5.105 -6.037  -0.58
C3 -1.768 -4.840 -1.636  -1.52
H22 -6.762 -0.393 -2.501  0.41
H23 -4.963 1.370 -3.792  0.31
H24 2.416 -3.874 -2.466  0.31
H25 1.065 5.118 -3.933  0.30
H26 5.276 -1.549 2.696  0.37
H27 4.011 3.049 -2.846  0.28
H28 -4.995 1.379 4.446  0.32
H29 6.413 -1.925 -3.282  0.29
H30 0.722 -1.934 -0.927  0.17
H31 -3.085 -2.253 -0.807  0.16
H32 4.741 1.081 8.551  0.30
O18 5.245 0.188 3.951  -0.74
O19 6.098 2.553 -0.114  -0.63
H33 -4.726 -1.030 -3.027  0.18
O20 4.516 -1.619 6.508  -0.69
H34 4.438 0.302 3.430  0.45
H35 2.713 -2.618 -1.658  0.32
H36 -0.199 -4.067 0.389  0.46
H37 -1.877 0.969 2.019  0.25
H38 5.223 0.903 4.596  0.30
H39 -4.854 -3.393 -1.484  0.27
N1 2.588 1.237 0.679  -0.60
H40 -1.739 -5.014 -2.710  0.38
H41 4.713 -0.172 -1.615  0.23
B2 1.447 -0.705 3.255  0.71
H42 -1.957 0.110 5.706  0.35
O21 0.921 5.191 -2.979  -0.62
O22 -7.599 0.014 -2.244  -0.65
H43 -1.915 3.213 -4.985  0.35
H44 -1.201 1.187 -0.761  0.17
H45 2.285 4.324 -6.590  0.30
C4 -0.738 -3.191 0.038  -0.88
H46 -4.156 1.721 -2.551  0.29
H47 4.210 0.644 -2.788  0.25
H48 -0.418 1.766 0.399  0.20
H49 0.616 4.072 -1.300  0.34
H50 -5.664 -3.852 -2.678  0.29
H51 -5.824 0.924 3.251  0.29
O23 4.312 0.682 -1.831  -0.49
O24 2.426 -1.248 0.826  -0.02
O25 0.821 -1.669 2.514  -0.60
H52 6.955 -0.631 -2.691  0.31
O26 -0.573 1.894 5.363  -0.67
H53 1.265 3.412 -0.083  0.32
H54 -2.473 4.652 -4.002  0.38
H55 -2.988 2.213 -4.554  0.29
B3 2.580 -0.003 1.426  1.06
H56 -1.563 -2.976 0.716  0.27
O27 6.240 -1.270 -2.598  -0.61
H57 -3.386 0.836 2.141  0.31
O28 3.848 3.876 -3.311  -0.63
H58 0.730 2.157 1.989  0.24
H59 -2.972 -2.540 -2.540  0.65
H60 1.503 5.912 -2.710  0.29
H61 -3.980 -0.631 0.582  0.24
C5 0.131 -1.910 -0.014  -0.02
H62 1.683 1.246 0.203  0.00
H63 5.579 2.174 -0.834  0.33
H64 -4.966 -1.494 -4.455  0.31
H65 -2.371 -1.264 5.185  0.30
H66 -0.040 1.127 5.598  0.31
O29 -4.819 -5.453 0.997  -0.63

Atoms 1-6, force components in eV/Å:
C 0.3 -0.1 0.1
O 0.0 0.0 0.1
H -0.1 -0.1 0.3
O 0.0 0.1 -0.1
H 0.0 -0.1 0.0
H -0.1 -0.1 0.0

Summary:
HOMO-LUMO gap (eV): 8.896
F_max (Eh/bohr): 0.247
Spin multiplicity: 1

=====

Formula: C5H6BeO4
Source: the Open Molecules 2025 dataset
Level of theory: ωB97M-V/def2-TZVPD

Each line ends with the natural charge from an NBO analysis.
CARTESIAN COORDINATES (ANGSTROEM)
H1 1.122 -0.895 2.547  0.25
C1 0.162 -0.548 2.137  0.41
O1 -0.154 -0.356 -0.613  -0.45
H2 0.527 1.657 2.571  0.25
H3 2.209 -1.188 -2.803  0.27
H4 0.408 0.504 -2.465  0.24
H5 -2.084 1.937 -0.977  0.54
O2 -1.420 1.291 -1.256  -0.57
O3 -0.589 -1.291 1.509  -0.60
C2 -1.113 0.458 -0.326  0.17
C3 0.636 -0.302 -1.772  0.01
C4 -0.164 0.923 2.138  0.37
Be1 -1.805 -0.327 0.889  1.71
H6 1.795 -1.948 -1.134  0.23
C5 1.608 -1.191 -1.895  -0.30
O4 -1.140 1.278 1.450  -0.56

Atoms 1-6, force components in eV/Å:
H -0.3 -0.1 0.0
C 0.7 -0.6 0.5
O 0.6 0.5 -0.3
H 0.0 -0.1 -0.1
H -0.1 0.0 0.3
H -0.1 -0.3 0.2

Summary:
Net charge: +2
HOMO-LUMO gap (spin up / spin down) (eV): 5.606 / 5.605
F_max (Eh/bohr): 0.140
Spin multiplicity: 1

=====

Formula: C5H6BeO5
Source: the Open Molecules 2025 dataset
Level of theory: ωB97M-V/def2-TZVPD

Each line ends with the natural charge from an NBO analysis.
CARTESIAN COORDINATES (ANGSTROEM)
H1 -0.225 0.260 -2.279  0.05
H2 -1.236 1.648 1.739  0.22
H3 1.238 1.186 1.263  0.55
C1 -0.028 -2.182 -1.552  0.39
Be1 0.361 -0.596 -0.193  1.42
H4 -0.253 0.826 -1.754  -0.01
O1 -2.973 -0.656 0.162  -0.31
H5 -1.117 2.180 0.013  0.21
O2 0.572 -2.232 2.276  -0.24
O3 -0.016 -3.223 -2.045  -0.30
H6 -0.132 2.979 1.266  0.25
C2 0.430 -1.670 1.283  0.35
O4 0.459 1.060 0.668  -0.87
C3 -1.880 -0.678 -0.150  0.42
C4 -0.580 2.029 0.944  -0.26
O5 3.230 -0.265 -0.781  -0.26
C5 2.150 -0.665 -0.860  0.39

Atoms 1-6, force components in eV/Å:
H 0.0 0.7 0.5
H 0.2 0.1 -0.3
H -0.8 0.1 -0.5
C 0.3 -4.7 -1.9
Be -1.2 0.7 -0.4
H 0.1 -0.5 -0.6

Summary:
Net charge: +2
HOMO-LUMO gap (eV): 10.651
F_max (Eh/bohr): 0.120
Spin multiplicity: 1

=====

Formula: C5H6Br2
Source: the Open Molecules 2025 dataset
Level of theory: ωB97M-V/def2-TZVPD

Each line ends with the natural charge from an NBO analysis.
CARTESIAN COORDINATES (ANGSTROEM)
C1 1.794 0.027 0.978  -0.68
C2 -1.204 0.720 -0.150  0.28
C3 -1.171 1.847 -0.781  -0.50
H1 -0.503 -1.602 -1.383  0.22
H2 -1.536 -0.623 1.298  0.23
H3 -0.239 2.292 -0.448  0.27
C4 -0.616 -1.630 -0.331  -0.30
C5 -1.093 -0.518 0.397  -0.39
Br1 2.794 1.503 0.003  -0.08
H4 -0.602 -2.600 0.163  0.22
Br2 1.756 -1.473 -0.160  0.27
H5 -1.650 2.446 -1.475  0.25
H6 2.270 -0.390 1.892  0.19

Atoms 1-6, force components in eV/Å:
C 0.2 0.3 -0.2
C -0.3 -1.3 -0.7
C 2.3 -1.0 2.1
H -0.3 0.0 -0.8
H -0.9 -0.6 3.1
H 0.5 0.5 -0.1

Summary:
HOMO-LUMO gap (spin up / spin down) (eV): 6.536 / 6.528
F_max (Eh/bohr): 0.074
Spin multiplicity: 1

=====

Formula: C5H6BrF3O6S2
Source: the Open Molecules 2025 dataset
Level of theory: ωB97M-V/def2-TZVPD

Each line ends with the natural charge from an NBO analysis.
CARTESIAN COORDINATES (ANGSTROEM)
S1 -3.057 1.662 0.318  0.52
F1 -0.962 -2.497 0.150  -0.38
S2 0.228 -4.877 -0.055  2.37
C1 -0.541 2.648 -0.105  0.78
C2 -1.671 2.646 0.889  -0.66
Br1 -2.195 -0.347 0.369  0.21
C3 -0.185 -3.211 -0.736  0.66
C4 2.386 1.625 0.423  -0.74
H1 -1.361 2.170 1.805  0.29
H2 -2.027 3.631 1.154  0.29
H3 3.422 1.866 0.580  0.27
H4 2.345 0.828 -0.300  0.28
F2 0.892 -2.453 -0.965  -0.33
O1 -1.089 -5.439 0.118  -0.98
O2 -0.627 2.120 -1.172  -0.54
H5 1.913 1.321 1.341  0.23
H6 -3.142 1.912 -1.008  0.21
O3 0.522 3.313 0.354  -0.53
O4 0.929 -4.512 1.153  -0.99
F3 -0.876 -3.258 -1.874  -0.32
O5 2.222 3.380 -1.150  -0.46
C5 1.754 2.821 -0.212  0.80
O6 1.026 -5.421 -1.121  -0.97

Atoms 1-6, force components in eV/Å:
S -0.6 -0.6 0.7
F -0.3 0.1 0.4
S -0.1 0.0 0.1
C 0.1 0.4 -0.4
C -0.1 0.1 -0.3
Br -0.1 0.3 -0.4

Summary:
HOMO-LUMO gap (eV): 4.884
F_max (Eh/bohr): 0.042
Spin multiplicity: 1

=====

Formula: C5H6BrFN4
Source: the Open Molecules 2025 dataset
Level of theory: ωB97M-V/def2-TZVPD

Each line ends with the natural charge from an NBO analysis.
CARTESIAN COORDINATES (ANGSTROEM)
Br1 -3.024 1.736 -0.065  0.29
H1 0.139 0.457 -3.120  0.27
C1 0.641 -0.273 0.136  0.09
H2 1.658 1.571 0.330  0.47
N1 -0.538 -2.330 0.879  0.11
F1 -1.475 -2.942 1.659  -0.08
C2 -0.182 -1.181 0.616  0.32
H3 1.754 -0.110 2.878  0.26
N2 -1.355 0.382 -1.739  -0.39
N3 0.731 -0.087 -1.255  -0.54
C3 -2.485 0.331 -1.111  0.11
C4 1.831 0.691 2.150  0.15
H4 2.302 1.604 2.509  0.26
N4 1.502 0.644 0.891  -0.43
H5 1.727 -0.179 -1.448  0.45
H6 -3.077 -0.586 -1.167  0.27
C5 -0.147 0.271 -2.143  0.39

Atoms 1-6, force components in eV/Å:
Br -0.3 0.0 -0.1
H 0.5 0.4 -2.0
C -0.2 0.9 0.2
H -0.2 -2.1 1.3
N 1.3 0.1 1.0
F 0.3 1.9 -1.5

Summary:
Net charge: +2
HOMO-LUMO gap (spin up / spin down) (eV): 8.114 / 8.113
Structure (SMILES): C=[NH+]C(=C=NF)/[NH+]=C\N=C\Br
F_max (Eh/bohr): 0.083
Spin multiplicity: 1

=====

Formula: C5H6BrN
Source: the Open Molecules 2025 dataset
Level of theory: ωB97M-V/def2-TZVPD

Each line ends with the natural charge from an NBO analysis.
CARTESIAN COORDINATES (ANGSTROEM)
C1 0.142 0.705 0.431  -0.03
H1 -1.731 0.685 -1.183  0.25
C2 -0.692 0.162 -1.256  -0.51
Br1 0.241 2.639 0.474  0.09
H2 2.267 0.122 1.003  0.23
H3 -0.039 0.790 -1.920  0.25
N1 -1.477 -2.011 -2.555  -0.32
H4 -0.581 -0.998 1.744  0.24
H5 0.263 0.584 2.545  0.24
C3 1.325 -0.241 0.743  -0.44
H6 1.286 -1.165 0.284  0.22
C4 0.117 -0.142 1.648  -0.46
C5 -1.120 -1.129 -1.959  0.27

Atoms 1-6, force components in eV/Å:
C -0.2 -2.9 -3.6
H 2.0 -0.5 0.0
C -1.5 2.4 1.0
Br -0.1 -1.2 -0.1
H 1.2 0.6 0.6
H -0.7 -0.9 0.5

Summary:
HOMO-LUMO gap (eV): 10.555
F_max (Eh/bohr): 0.119
Spin multiplicity: 1

=====

Formula: C5H6BrN
Source: the Open Molecules 2025 dataset
Level of theory: ωB97M-V/def2-TZVPD

Each line ends with the natural charge from an NBO analysis.
CARTESIAN COORDINATES (ANGSTROEM)
C1 -2.088 -0.601 0.676  -0.47
H1 1.081 -0.293 -1.290  0.19
H2 -0.776 -1.070 -1.001  0.17
C2 -0.914 -0.630 0.057  -0.04
H3 -2.213 -0.085 1.697  0.25
H4 2.778 1.601 0.556  0.22
H5 2.224 1.992 -0.986  0.22
C3 -3.206 -1.292 0.168  0.25
C4 1.925 1.534 -0.050  -0.65
H6 1.099 2.007 0.365  0.23
Br1 2.670 -1.272 0.307  0.14
N1 -4.151 -1.888 -0.109  -0.30
C5 1.571 -0.002 -0.391  -0.21

Atoms 1-6, force components in eV/Å:
C 1.4 1.4 2.1
H 0.1 0.2 -0.5
H -0.4 0.5 1.9
C 0.6 -0.5 -2.4
H 0.1 -0.9 -1.7
H 1.0 -0.2 1.2

Summary:
HOMO-LUMO gap (spin up / spin down) (eV): 7.610 / 9.508
F_max (Eh/bohr): 0.080
Spin multiplicity: 1

=====

Formula: C5H6BrN3O3
Source: the Open Molecules 2025 dataset
Level of theory: ωB97M-V/def2-TZVPD

Each line ends with the natural charge from an NBO analysis.
CARTESIAN COORDINATES (ANGSTROEM)
H1 -2.396 1.302 1.877  0.26
H2 -0.713 1.417 2.824  0.25
O1 0.131 -1.526 -2.639  -0.37
C1 0.362 -0.245 -0.743  0.36
H3 1.946 0.012 -2.620  0.46
N1 -0.454 -0.756 -1.897  0.51
C2 -1.290 1.555 1.896  -0.68
H4 2.228 -1.446 -0.876  0.22
O2 -1.584 -0.325 -2.006  -0.34
C3 -0.665 0.602 0.999  0.32
H5 -1.381 2.462 1.496  0.24
H6 2.527 0.152 0.008  0.23
N2 -0.248 -1.705 0.467  -0.36
O3 2.327 0.396 -1.885  -0.69
Br1 -1.733 -1.413 2.782  0.09
C4 1.843 -0.398 -0.828  -0.14
N3 -0.094 0.825 -0.095  -0.41
C5 -0.807 -0.909 1.242  0.02

Atoms 1-6, force components in eV/Å:
H 1.2 -0.4 1.1
H -1.0 0.7 0.2
O -0.5 0.2 0.2
C -0.2 -3.6 2.3
H -0.9 -1.0 -3.1
N 0.3 0.9 -0.3

Summary:
HOMO-LUMO gap (eV): 9.279
F_max (Eh/bohr): 0.084
Spin multiplicity: 1

=====

Formula: C5H6CdO4
Source: the Open Molecules 2025 dataset
Level of theory: ωB97M-V/def2-TZVPD

Each line ends with the natural charge from an NBO analysis.
CARTESIAN COORDINATES (ANGSTROEM)
C1 1.077 -0.134 -0.788  -0.07
Cd1 -0.605 2.802 2.304  0.91
H1 1.989 -1.570 -2.117  0.31
H2 1.378 0.725 -1.402  0.24
H3 0.080 -0.449 -3.476  0.27
O1 0.204 -3.420 -0.345  -0.22
O2 -1.403 1.141 1.318  -0.78
H4 1.832 -0.307 -0.012  0.22
H5 0.424 -2.115 -3.451  0.26
H6 -1.109 -1.117 -2.426  0.29
C2 0.979 -1.336 -1.736  -0.36
O3 0.620 1.881 0.868  -0.81
C3 0.463 -2.530 -0.965  0.98
C4 -0.105 -1.310 -2.821  -0.66
C5 -0.320 1.068 0.688  0.94
O4 -0.197 0.081 -0.209  -0.53

Atoms 1-6, force components in eV/Å:
C 0.3 0.4 0.3
Cd -0.6 3.1 2.9
H -0.4 -0.2 0.2
H 0.0 -0.2 0.1
H 0.1 0.2 0.3
O -0.4 0.5 -0.5

Summary:
Net charge: +1
HOMO-LUMO gap (spin up / spin down) (eV): 5.198 / 8.713
Expectation value of S²: 0.751
F_max (Eh/bohr): 0.084
Spin multiplicity: 2

=====

Formula: C5H6Cl2InO4Pr
Source: the Open Molecules 2025 dataset
Level of theory: ωB97M-V/def2-TZVPD

Each line ends with the Mulliken charge.
CARTESIAN COORDINATES (ANGSTROEM)
O1 0.396 1.419 -5.331  -0.01
O2 -1.562 -0.714 1.641  -0.51
C1 -0.074 -2.097 -3.989  0.56
H1 1.158 -0.652 2.430  0.22
Cl1 -1.454 -2.127 -1.102  -0.20
H2 -1.733 0.088 2.202  0.44
H3 -1.523 -2.048 3.203  0.37
Pr1 0.058 -0.284 0.090  1.32
H4 0.080 -0.171 3.785  0.40
O3 1.697 2.524 1.247  0.10
H5 0.875 -1.749 3.792  0.39
C2 -0.754 -1.699 2.515  -0.49
Cl2 -1.264 1.682 -1.607  -0.16
H6 -0.482 -2.496 1.815  0.47
C3 1.101 1.635 0.800  0.21
O4 0.258 -3.044 -4.611  0.00
C4 0.014 0.743 -4.446  0.67
C5 0.398 -1.010 3.156  -0.74
In1 -0.656 -0.429 -2.838  0.94

Atoms 1-6, force components in eV/Å:
O -2.6 -4.6 6.0
O 1.2 1.2 0.2
C 3.0 -9.1 -5.8
H 0.4 0.0 0.1
Cl 0.5 0.7 -1.3
H -0.6 -0.7 -0.1

Summary:
Net charge: +4
HOMO-LUMO gap (spin up / spin down) (eV): 7.664 / 7.751
Expectation value of S²: 2.002
F_max (Eh/bohr): 0.219
Spin multiplicity: 3

=====

Formula: C5H6Cl2O2
Source: the Open Molecules 2025 dataset
Level of theory: ωB97M-V/def2-TZVPD

Each line ends with the natural charge from an NBO analysis.
CARTESIAN COORDINATES (ANGSTROEM)
Cl1 2.686 -0.439 -1.074  0.01
O1 -1.606 -0.918 2.797  -0.55
C1 0.749 1.453 0.609  -0.62
C2 -0.027 0.052 -1.654  -0.45
C3 0.053 0.293 -0.171  0.28
H1 -2.656 -1.141 0.980  0.12
H2 0.294 0.778 -2.457  0.26
H3 1.109 1.120 1.552  0.24
Cl2 0.705 -2.496 -0.532  0.04
C4 0.976 -0.793 -0.816  -0.13
H4 -0.143 2.190 0.634  0.23
O2 -1.046 -0.385 0.530  -0.60
C5 -1.734 -0.868 1.588  0.69
H5 -0.929 -0.595 -1.957  0.26
H6 1.567 1.749 -0.030  0.23

Atoms 1-6, force components in eV/Å:
Cl -0.3 0.0 0.2
O 0.7 0.4 -2.9
C -3.4 -0.1 -2.5
C -0.9 -1.3 -0.6
C 1.8 -1.9 2.5
H 0.4 -0.4 1.5

Summary:
HOMO-LUMO gap (eV): 10.564
Structure (SMILES): C[C@@]1(OC=O)CC1(Cl)Cl
F_max (Eh/bohr): 0.082
Spin multiplicity: 1

=====

Formula: C5H6Cl2OSi
Source: the Open Molecules 2025 dataset
Level of theory: ωB97M-V/def2-TZVPD

Each line ends with the natural charge from an NBO analysis.
CARTESIAN COORDINATES (ANGSTROEM)
H1 0.311 2.953 1.786  0.21
C1 0.147 -1.730 -1.188  -0.66
H2 1.113 -2.222 -1.121  0.22
H3 2.167 -0.541 0.145  0.23
Cl1 -3.068 0.987 -1.146  -0.25
C2 1.314 1.242 0.972  -0.31
C3 0.155 -0.428 -0.461  -0.48
H4 -0.622 -2.366 -0.746  0.29
H5 2.255 1.502 1.432  0.24
Cl2 -2.847 -2.335 0.799  -0.81
H6 -0.112 -1.589 -2.237  0.22
C4 0.266 2.056 1.184  0.20
Si1 -1.378 0.577 -0.263  1.89
C5 1.255 0.040 0.200  -0.14
O1 -0.955 1.853 0.645  -0.83

Atoms 1-6, force components in eV/Å:
H 0.0 0.0 0.0
C -0.3 0.0 -0.1
H 0.1 0.0 0.0
H 0.0 -0.2 0.0
Cl -0.4 0.0 -0.5
C -0.2 0.4 0.3

Summary:
HOMO-LUMO gap (eV): 7.119
F_max (Eh/bohr): 0.045
Spin multiplicity: 1